ORCA calculation (ωB97M-V with the def2-TZVPD basis set) on a single C24H29ClN4O3 molecule.

The geometry in ORCA input format:
```
! wB97M-V def2-TZVPD RIJCOSX def2/J DEFGRID3
* xyz 0 1
C 5.104 -1.673 2.507
C 4.143 -0.891 1.618
C 4.651 -0.814 0.178
C 3.697 0.018 -0.679
C 4.196 0.159 -2.112
C 3.512 1.399 -0.034
N 3.045 1.337 1.339
C 1.639 1.004 1.496
C 0.852 2.204 2.043
C 0.541 3.236 0.958
N -0.423 2.721 0.011
C -0.135 2.378 -1.256
O 0.935 2.561 -1.795
C -1.318 1.741 -1.995
N -1.953 0.712 -1.186
C -3.278 0.878 -0.890
O -3.913 1.816 -1.338
C -3.944 -0.098 0.011
C -5.287 -0.395 -0.198
C -5.968 -1.163 0.731
C -5.284 -1.580 1.861
N -4.011 -1.298 2.080
C -3.360 -0.582 1.188
O -2.051 -0.308 1.486
C -1.183 -0.842 0.546
C -0.340 -1.867 0.951
C 0.560 -2.430 0.069
C 0.589 -1.970 -1.239
Cl 1.671 -2.686 -2.374
C -0.244 -0.946 -1.656
C -1.147 -0.365 -0.768
C 3.944 0.539 2.148
H 5.240 -2.684 2.126
H 4.722 -1.737 3.524
H 6.076 -1.185 2.536
H 3.170 -1.399 1.617
H 4.748 -1.820 -0.240
H 5.641 -0.352 0.169
H 2.723 -0.482 -0.697
H 3.501 0.764 -2.690
H 4.288 -0.817 -2.584
H 5.171 0.643 -2.130
H 2.810 1.985 -0.627
H 4.473 1.923 -0.027
H 1.518 0.169 2.192
H 1.198 0.694 0.543
H 1.442 2.680 2.825
H -0.086 1.851 2.479
H 1.447 3.484 0.405
H 0.136 4.147 1.409
H -1.337 2.505 0.380
H -0.967 1.351 -2.952
H -2.078 2.504 -2.192
H -5.775 -0.005 -1.079
H -7.006 -1.416 0.588
H -5.764 -2.166 2.633
H -0.400 -2.198 1.976
H 1.225 -3.217 0.385
H -0.186 -0.607 -2.677
H 3.563 0.516 3.172
H 4.913 1.049 2.162
*
```

**Kohn-Sham gap**: 8.0 eV
**Energy relative to the best compared isomer or geometry (same formula, charge and spin)**: 117.8 kJ/mol

ORCA calculation (ωB97M-V with the def2-TZVPD basis set) on a molecular structure, C24H29F3N10OW in a non-equilibrium geometry.

The geometry in ORCA input format:
```
! wB97M-V def2-TZVPD RIJCOSX def2/J DEFGRID3
* xyz 2 1
W 0.334 -0.097 0.451
N -0.190 -0.215 2.683
C -1.544 0.244 3.066
C -2.517 -0.333 2.075
N -2.145 0.159 0.724
H -0.069 -1.191 2.945
H 0.504 0.313 3.201
H -1.553 1.335 3.032
H -1.776 -0.062 4.086
H -3.547 -0.077 2.323
H -2.425 -1.417 2.077
H -2.531 1.091 0.609
H -2.622 -0.427 0.040
N -1.766 2.123 -1.461
C -1.078 2.858 -0.560
N -1.393 4.137 -0.614
C -0.700 4.956 0.171
N -0.974 6.249 0.153
N 0.286 4.532 0.988
C 0.517 3.254 1.021
N -0.138 2.292 0.280
C 1.616 2.866 1.957
C 2.400 3.843 2.562
C 3.435 3.438 3.382
C 3.661 2.078 3.555
C 2.827 1.183 2.916
N 1.808 1.571 2.145
H -2.508 2.604 -1.944
H -1.781 1.126 -1.471
H -1.678 6.604 -0.473
H -0.430 6.884 0.713
H 2.199 4.887 2.377
H 4.064 4.170 3.869
H 4.472 1.716 4.172
H 2.989 0.114 3.009
F 1.682 -0.135 -6.429
C 0.404 -0.028 -6.045
F -0.295 -1.033 -6.583
F -0.084 1.132 -6.511
C 0.315 -0.046 -4.530
C 0.985 0.929 -3.802
C 0.892 0.910 -2.430
N 0.172 -0.016 -1.770
C -0.434 -0.979 -2.479
C -0.400 -1.020 -3.860
H 1.578 1.687 -4.293
H 1.415 1.636 -1.824
H -0.931 -1.754 -1.915
H -0.906 -1.813 -4.391
O 1.999 -0.036 0.129
C -2.659 -2.954 -0.342
C -1.406 -3.754 -0.095
C -1.480 -5.132 -0.234
C -0.378 -5.946 -0.020
C 0.843 -5.389 0.320
C 0.978 -4.017 0.441
C 2.309 -3.402 0.770
C -0.157 -3.190 0.254
N 0.057 -1.835 0.400
H -3.431 -3.597 -0.758
H -2.517 -2.140 -1.056
H -3.070 -2.543 0.580
H -2.424 -5.580 -0.516
H -0.473 -7.018 -0.130
H 1.705 -6.025 0.477
H 3.075 -4.170 0.848
H 2.276 -2.866 1.722
H 2.613 -2.683 0.010
*
```

**Kohn-Sham gap**: 7.3 eV
**Energy relative to the best compared isomer or geometry (same formula, charge and spin)**: 58.6 kJ/mol

ORCA calculation (ωB97M-V with the def2-TZVPD basis set) on a molecular structure, C24H29IrN7S in a non-equilibrium geometry.

The geometry in ORCA input format:
```
! wB97M-V def2-TZVPD RIJCOSX def2/J DEFGRID3
* xyz 4 6
Ir 1.031 0.014 0.438
C -0.102 1.654 3.259
C 0.079 2.540 2.077
C -0.006 3.930 2.181
C -0.276 4.709 1.070
C -0.220 4.085 -0.162
C 0.328 2.747 -0.259
N 0.329 1.976 0.859
C 0.937 2.160 -1.464
C 1.197 2.893 -2.642
C 2.041 2.345 -3.558
C 2.555 1.043 -3.353
C 2.281 0.357 -2.199
N 1.378 0.908 -1.340
C 2.504 -1.016 -1.885
C 2.981 -1.960 -2.856
C 3.011 -3.324 -2.564
C 2.620 -3.705 -1.336
C 1.988 -2.760 -0.434
C 1.010 -3.290 0.608
N 1.973 -1.464 -0.754
H 0.865 1.494 3.754
H -0.515 0.712 2.908
H -0.737 2.166 4.032
H 0.227 4.389 3.157
H -0.624 5.729 1.206
H -0.438 4.533 -1.126
H 0.810 3.905 -2.681
H 2.330 2.846 -4.477
H 3.112 0.523 -4.139
H 3.315 -1.476 -3.796
H 3.346 -3.997 -3.369
H 2.585 -4.723 -1.029
H 0.770 -2.435 1.307
H 1.556 -4.105 1.118
H 0.083 -3.704 0.176
N -0.716 -0.407 -0.347
C -1.889 -0.359 -0.337
N -3.193 -0.659 -0.462
C -3.676 -2.057 -0.647
C -4.845 -2.294 0.383
C -5.988 -1.242 0.088
C -5.507 0.162 0.452
C -4.144 0.492 -0.263
H -2.857 -2.744 -0.449
H -4.097 -2.146 -1.693
H -4.446 -2.229 1.386
H -5.166 -3.307 0.244
H -6.960 -1.544 0.525
H -6.245 -1.308 -0.984
H -5.533 0.280 1.521
H -6.266 0.880 0.162
H -3.554 1.201 0.297
H -4.389 0.937 -1.260
N 4.891 -1.206 1.525
C 4.137 -0.322 2.170
N 4.168 0.015 3.452
S 3.100 0.754 1.174
H 5.665 -1.591 2.078
H 4.930 -1.269 0.501
H 4.809 -0.433 4.071
H 3.446 0.699 3.684
*
```

**⟨S²⟩**: 8.8425
**Kohn-Sham gap (spin up / spin down)**: 5.4 / 3.7 eV

ORCA calculation (ωB97M-V with the def2-TZVPD basis set) on a molecular structure, C24H29N16O3Ti in a non-equilibrium geometry.

The geometry in ORCA input format:
```
! wB97M-V def2-TZVPD RIJCOSX def2/J DEFGRID3
* xyz -1 3
Ti -0.946 -0.054 0.934
N -0.208 1.323 4.874
C -0.605 0.098 5.405
C -1.032 -0.669 4.367
N -0.886 -0.016 3.183
C -0.337 1.188 3.493
C 0.012 2.086 2.492
N -0.081 1.723 1.190
C 0.204 2.820 0.448
C 0.489 3.876 1.256
N 0.432 3.411 2.569
H 0.487 1.906 5.310
H -0.575 -0.078 6.461
H -1.451 -1.659 4.415
H 0.190 2.754 -0.624
H 0.744 4.891 1.035
H 0.299 3.997 3.372
N -0.279 -3.451 1.505
C -1.461 -3.105 0.900
N -2.354 -3.973 0.437
N -3.302 -3.209 -0.103
N -3.016 -1.966 0.017
N -1.846 -1.838 0.658
C 0.641 -2.499 1.856
N 1.693 -2.716 2.638
N 2.331 -1.544 2.659
N 1.718 -0.677 1.943
N 0.634 -1.233 1.387
H -0.201 -4.367 1.913
C -1.337 1.445 -5.651
O -2.457 2.015 -5.027
C -2.622 1.782 -3.677
C -3.813 2.264 -3.119
C -4.068 2.085 -1.785
C -3.171 1.419 -0.913
C -3.423 1.229 0.467
C -4.739 1.589 1.126
O -2.565 0.707 1.275
C -1.949 0.915 -1.503
O -1.064 0.250 -0.817
C -1.711 1.127 -2.870
H -1.428 1.680 -6.712
H -1.321 0.357 -5.526
H -0.400 1.868 -5.273
H -4.514 2.776 -3.761
H -4.997 2.475 -1.399
H -5.435 2.094 0.467
H -4.543 2.217 1.996
H -5.189 0.663 1.481
H -0.771 0.756 -3.253
C 2.596 -3.443 -0.749
C 1.338 -3.052 -1.518
N 1.273 -1.611 -1.693
C 2.285 -0.791 -1.241
N 1.971 0.396 -0.888
C 3.010 1.293 -0.449
C 4.264 0.556 0.025
C 4.678 -0.425 -1.067
N 3.566 -1.300 -1.353
C 3.777 -2.725 -1.387
H 2.750 -4.523 -0.779
H 2.511 -3.138 0.293
H 0.443 -3.409 -0.999
H 1.366 -3.532 -2.508
H 0.374 -1.176 -1.490
H 2.593 1.884 0.372
H 3.258 1.984 -1.272
H 3.999 -0.014 0.917
H 5.069 1.252 0.265
H 5.538 -1.025 -0.744
H 4.977 0.110 -1.984
H 4.698 -2.960 -0.842
H 3.892 -3.077 -2.425
*
```

**⟨S²⟩**: 2.0373
**Kohn-Sham gap (spin up / spin down)**: 4.6 / 7.5 eV
**Energy relative to the best compared isomer or geometry (same formula, charge and spin)**: 108.8 kJ/mol

ORCA calculation (ωB97M-V with the def2-TZVPD basis set) on a single C24H29N3O3 molecule.

The geometry in ORCA input format:
```
! wB97M-V def2-TZVPD RIJCOSX def2/J DEFGRID3
* xyz 0 1
O -3.604 -3.736 -1.428
C -2.772 -3.287 -0.662
N -2.054 -4.083 0.153
C -0.946 -3.687 0.996
C -0.987 -2.177 1.260
N -1.263 -1.410 0.064
C -0.165 -1.376 -0.885
C 1.023 -0.671 -0.286
C 0.833 0.503 0.435
C 1.916 1.155 0.992
C 3.199 0.661 0.832
C 3.395 -0.504 0.099
O 4.618 -1.103 -0.046
C 5.760 -0.348 -0.119
C 6.924 -0.913 0.392
C 8.123 -0.234 0.289
C 8.172 1.009 -0.320
C 7.015 1.564 -0.838
C 5.810 0.892 -0.746
C 2.303 -1.169 -0.451
C -2.539 -1.783 -0.516
C -3.702 -1.223 0.337
C -3.316 0.116 0.952
O -3.041 0.188 2.137
N -3.253 1.193 0.141
C -3.704 1.294 -1.226
C -4.903 2.243 -1.318
C -4.535 3.613 -0.754
C -4.021 3.456 0.674
C -2.854 2.472 0.699
H -2.221 -5.076 0.046
H 0.001 -3.960 0.511
H -1.006 -4.232 1.943
H -1.762 -1.938 1.990
H -0.029 -1.852 1.669
H 0.132 -2.374 -1.247
H -0.504 -0.803 -1.756
H -0.170 0.874 0.576
H 1.765 2.057 1.566
H 4.042 1.163 1.283
H 6.869 -1.883 0.862
H 9.023 -0.677 0.690
H 9.109 1.539 -0.395
H 7.048 2.527 -1.326
H 4.910 1.320 -1.164
H 2.480 -2.081 -1.002
H -2.593 -1.351 -1.520
H -4.607 -1.164 -0.266
H -3.905 -1.896 1.172
H -3.978 0.318 -1.619
H -2.879 1.691 -1.833
H -5.217 2.330 -2.359
H -5.732 1.825 -0.744
H -5.403 4.273 -0.774
H -3.755 4.063 -1.374
H -3.696 4.417 1.073
H -4.820 3.074 1.313
H -2.516 2.294 1.721
H -2.021 2.867 0.105
*
```

**Kohn-Sham gap**: 9.1 eV
**Energy relative to the best compared isomer or geometry (same formula, charge and spin)**: 201.8 kJ/mol

ORCA calculation (ωB97M-V with the def2-TZVPD basis set) on a single C24H29N3O3S molecule in a non-equilibrium geometry.

The geometry in ORCA input format:
```
! wB97M-V def2-TZVPD RIJCOSX def2/J DEFGRID3
* xyz 0 1
C -7.845 -2.307 0.327
C -6.716 -1.605 0.938
C -6.824 -0.925 2.062
C -5.551 -0.317 2.674
C -4.268 -0.262 2.102
C -3.111 0.157 2.568
N -1.921 0.058 1.797
C -1.115 0.893 2.754
C 0.300 1.162 2.728
C 1.147 -0.419 2.779
C 2.578 -0.109 2.662
N 2.752 0.512 1.269
S 3.921 0.397 0.267
O 4.696 -0.991 0.696
O 4.904 1.653 0.302
C 3.425 0.022 -1.400
C 2.488 -0.990 -1.610
C 1.960 -1.230 -2.784
C 1.947 0.081 -3.942
C 1.385 -0.296 -5.047
C 0.424 1.017 -5.428
C 0.572 -1.472 -5.184
C 2.465 -0.317 -6.243
C 2.804 0.974 -3.479
C 3.587 1.174 -2.106
C 2.134 1.948 1.067
C 0.461 1.755 1.530
N -1.817 1.381 4.067
O -3.169 0.749 3.615
C -4.126 -1.150 0.804
C -5.195 -1.815 0.306
H -7.996 -3.160 0.825
H -7.728 -2.549 -0.816
H -8.728 -1.828 0.476
H -7.552 -0.750 2.626
H -5.597 -0.047 3.533
H 0.595 1.548 3.702
H 0.415 -0.890 1.998
H 0.906 -0.880 3.849
H 2.921 0.539 3.268
H 3.023 -0.999 2.389
H 2.501 -1.626 -0.622
H 1.374 -1.928 -2.895
H 1.081 2.046 -5.333
H -0.301 1.025 -4.560
H 0.048 0.972 -6.186
H -0.399 -1.568 -4.646
H 1.049 -2.227 -5.128
H 0.103 -1.778 -6.191
H 3.187 -1.255 -6.182
H 3.062 0.461 -6.079
H 2.139 -0.634 -7.264
H 3.156 1.636 -4.240
H 4.059 1.962 -2.200
H 2.438 2.619 1.854
H 2.386 2.257 0.088
H 0.121 1.124 0.741
H 0.059 2.713 1.600
H -3.250 -1.104 0.179
H -5.315 -2.100 -0.784
*
```

**Kohn-Sham gap**: 8.4 eV
**Energy relative to the best compared isomer or geometry (same formula, charge and spin)**: 2456.5 kJ/mol

ORCA calculation (ωB97M-V with the def2-TZVPD basis set) on a molecular structure, C24H29N6O5PdS2.

The geometry in ORCA input format:
```
! wB97M-V def2-TZVPD RIJCOSX def2/J DEFGRID3
* xyz 1 5
Pd 0.774 0.158 0.066
O -1.460 0.417 -5.157
C -1.149 1.680 -4.834
C -1.496 2.652 -5.776
C -1.213 3.978 -5.551
C -0.574 4.388 -4.376
C -0.230 3.445 -3.444
C -0.504 2.077 -3.641
C -0.089 1.166 -2.577
O 0.529 1.574 -1.583
N -0.437 -0.174 -2.737
N 0.001 -0.971 -1.792
C -0.460 -2.223 -1.939
S -1.662 -2.592 -3.108
C -1.495 -4.387 -2.931
C -1.129 -4.658 -1.489
S 0.208 -3.517 -1.055
H -1.184 -0.170 -4.428
H -1.988 2.325 -6.682
H -1.492 4.711 -6.297
H -0.356 5.433 -4.206
H 0.262 3.733 -2.524
H -0.725 -4.732 -3.621
H -2.450 -4.836 -3.199
H -0.771 -5.675 -1.336
H -1.954 -4.432 -0.814
C 1.582 -3.998 2.744
N 0.434 -3.138 2.998
C -0.464 -3.426 4.115
C 0.266 -2.024 2.297
O 1.010 -1.675 1.374
H 1.343 -5.010 3.063
H 2.464 -3.655 3.288
H 1.811 -3.995 1.681
H -0.352 -4.470 4.393
H -1.499 -3.260 3.819
H -0.235 -2.812 4.986
H -0.610 -1.434 2.582
C 2.205 3.360 0.150
C 2.901 2.366 0.992
C 3.818 2.674 2.053
C 4.247 1.486 2.547
C 3.584 0.466 1.771
C 3.846 -0.987 1.889
N 2.762 1.016 0.858
H 2.635 4.348 0.298
H 1.145 3.388 0.417
H 2.261 3.086 -0.903
H 4.104 3.668 2.355
H 4.960 1.301 3.335
H 4.923 -1.156 1.959
H 3.439 -1.537 1.046
H 3.402 -1.379 2.808
C -2.257 3.031 2.829
N -2.353 1.756 2.128
C -3.524 1.047 2.058
C -3.615 -0.120 1.406
C -2.443 -0.660 0.730
O -2.438 -1.752 0.164
N -1.314 0.121 0.783
C -1.241 1.270 1.486
O -0.150 1.868 1.559
H -3.161 3.171 3.415
H -2.150 3.852 2.121
H -1.391 3.027 3.486
H -4.365 1.490 2.576
H -4.537 -0.678 1.370
*
```

**⟨S²⟩**: 6.0235
**Kohn-Sham gap (spin up / spin down)**: 8.1 / 5.8 eV
**Energy relative to the best compared isomer or geometry (same formula, charge and spin)**: 55.1 kJ/mol

Number 1: energy -1836.93736 hartree. Number 2: energy -1921.12536 hartree. Number 3: energy -1816.07104 hartree. Number 4: energy -2883.38966 hartree. Number 5: energy -1321.96782 hartree. Number 6: energy -1719.26399 hartree. Number 7: energy -2560.70670 hartree.